Entry 1:
Below is 3 unconnected molecules or ions with the total composition C8H22O3 in a non-equilibrium geometry, with properties calculated with ωB97M-V/def2-TZVPD.

Calculated values
LUMO ... 0.0206 Ha
HOMO level ... -9.434 eV
SMILES ... CC(C)O.CC(C)O.CCO

Structure (ORCA input):
```
! RIJCOSX wB97M-V def2-TZVPD def2/J DEFGRID3
* xyz 0 1
C -8.27903 7.02853 2.95858
C -8.48546 5.53970 2.93790
O -7.28489 4.87791 3.39946
H -8.32358 7.47950 3.94958
H -9.17037 7.45337 2.47148
H -7.43182 7.42496 2.40684
H -8.68438 5.14383 1.93949
H -9.34327 5.26706 3.55592
H -7.50397 3.97780 3.66873
C -2.86558 6.43443 4.12584
C -4.38255 6.53252 4.21102
C -4.86214 7.89849 4.73726
O -4.91194 6.24444 2.94468
H -2.58112 5.41746 3.86640
H -2.38951 6.77841 5.04682
H -2.51714 7.11441 3.34346
H -4.74029 5.78212 4.93222
H -4.64633 8.68885 4.02041
H -4.44870 8.11072 5.72396
H -5.93991 7.81007 4.88672
H -5.66324 5.61873 2.95251
C -10.16649 1.18454 6.01836
C -9.01754 1.85146 6.75235
C -7.89122 0.83194 7.00240
O -8.53044 2.98052 6.04060
H -11.03267 1.81172 5.80611
H -10.47594 0.30282 6.57792
H -9.78940 0.90848 5.02555
H -9.41962 2.10598 7.74538
H -8.20913 0.16584 7.80555
H -6.94196 1.32043 7.21583
H -7.69797 0.23206 6.10768
H -8.42719 3.69138 6.67948
*
```

***

Entry 2:
Below is 2 unconnected molecules or ions with the total composition C4H11NO in a non-equilibrium geometry, with properties calculated with ωB97M-V/def2-TZVPD.

Calculated values
LUMO ... 0.0240 Ha
HOMO level ... -8.188 eV
SMILES ... CC(C)=CN.O

Structure (ORCA input):
```
! RIJCOSX wB97M-V def2-TZVPD def2/J DEFGRID3
* xyz 0 1
C -2.38395 -0.92047 1.09678
C -0.98228 -0.46261 0.71967
C -0.81827 0.74537 0.17188
N -1.84022 1.65322 -0.22707
C 0.18714 -1.29192 1.10907
H -2.54988 -1.98611 0.94264
H -2.61473 -0.61919 2.11894
H -3.08098 -0.41515 0.43556
H 0.20519 0.99946 -0.07374
H -2.37942 1.30007 -1.00663
H -1.38078 2.52047 -0.47350
H 0.31349 -1.40631 2.19133
H 0.12703 -2.32558 0.75001
H 1.15586 -0.95389 0.74450
H 4.74882 0.75521 -2.51244
H 6.05111 1.27412 -2.75087
O 5.24187 1.13332 -3.23613
*
```

***

Entry 3:
Below is a single C3H7NO2 molecule, with properties calculated with ωB97M-V/def2-TZVPD.

Calculated values
LUMO ... 0.0305 Ha
HOMO level ... -9.568 eV
SMILES ... C[C@@H](N)C(=O)O

Structure (ORCA input):
```
! RIJCOSX wB97M-V def2-TZVPD def2/J DEFGRID3
* xyz 0 1
O 1.31931 -1.35029 0.87244
C 1.15753 -0.39964 0.16570
O 2.06924 -0.03703 -0.78375
C -0.08883 0.46121 0.14461
C -0.99433 -0.13010 -0.93967
N -0.62361 0.50295 1.48398
H 2.92260 -0.30355 -0.40864
H 0.18404 1.46897 -0.16449
H -0.44983 -0.24960 -1.88385
H -1.40199 -1.10334 -0.65896
H -1.83522 0.52721 -1.17757
H -0.78545 -0.43358 1.83874
H -1.47346 1.04679 1.51145
*
```

***

Entry 4:
Below is a gas-phase ion, C24H30N (charge +1) in a non-equilibrium geometry, with properties calculated with ωB97M-V/def2-TZVPD.

Calculated values
LUMO ... -0.1428 Ha
HOMO level ... -11.349 eV
SMILES ... Cc1ccc([C@@H](c2ccccc2)[C@H]2CCCC2=[N+]2CCCCC2)cc1

Structure (ORCA input):
```
! RIJCOSX wB97M-V def2-TZVPD def2/J DEFGRID3
* xyz 1 1
C -4.87015 -0.95075 -2.30171
C -4.24735 0.22544 -1.57234
C -2.75265 0.38277 -1.80226
N -1.97196 -0.88534 -1.60681
C -0.65022 -0.81764 -1.39741
C 0.22298 0.30982 -0.81786
C 1.61583 -0.10869 -1.42109
C 1.60200 -1.62712 -1.45426
C 0.15064 -2.04579 -1.73379
C -2.58644 -2.06608 -2.25643
C -4.10115 -2.20895 -2.04704
H -5.90248 -1.09152 -1.99417
H -4.86170 -0.74873 -3.37592
H -4.75666 1.13282 -1.91235
H -4.37830 0.14142 -0.49015
H -2.55928 0.65485 -2.85229
H -2.34957 1.19383 -1.16042
H -0.12734 1.31308 -1.26010
H 1.73958 0.37427 -2.41318
H 2.39230 0.33901 -0.79648
H 2.29664 -2.01969 -2.19346
H 1.91721 -2.02712 -0.48947
H -0.11142 -2.93126 -1.11322
H -0.02752 -2.35679 -2.78964
H -2.33045 -1.94802 -3.31769
H -2.10328 -2.98409 -1.89534
H -4.19029 -2.58072 -1.02345
H -4.43231 -2.99879 -2.72132
C 2.22130 -2.76456 4.57503
C 1.82402 -1.71381 3.58842
C 0.87901 -1.99620 2.59304
C 0.47964 -1.02980 1.67936
C 1.07636 0.22125 1.63101
C 0.52108 1.17725 0.57282
C 1.38614 2.45645 0.30768
C 0.71640 3.61795 -0.10514
C 1.34565 4.86191 -0.02990
C 2.65612 4.94328 0.47410
C 3.39503 3.79714 0.72101
C 2.76175 2.54600 0.62060
C 1.99349 0.54230 2.65320
C 2.35791 -0.41914 3.60566
H 3.18683 -2.58081 5.03309
H 1.49275 -2.85305 5.38281
H 2.31929 -3.75054 4.12846
H 0.47351 -3.00619 2.46715
H -0.26270 -1.23306 0.88138
H -0.50936 1.55199 0.98345
H -0.31277 3.50363 -0.47707
H 0.79409 5.71282 -0.42226
H 3.13855 5.90907 0.50835
H 4.46151 3.85547 0.95477
H 3.37444 1.66064 0.78711
H 2.48681 1.51406 2.73657
H 3.11653 -0.19426 4.35894
*
```

***

Entry 5:
Below is 10 unconnected molecules or ions with the total composition C7H27NO9 in a non-equilibrium geometry, with properties calculated with ωB97M-V/def2-TZVPD.

Calculated values
LUMO ... 0.0068 Ha
HOMO level ... -7.635 eV
SMILES ... C=Cc1cc[nH]c1C.O.O.O.O.O.O.O.O.O

Structure (ORCA input):
```
! RIJCOSX wB97M-V def2-TZVPD def2/J DEFGRID3
* xyz 0 1
C 0.57119 -3.32444 0.12020
C 1.79260 -2.86953 0.53938
N 1.86705 -1.49872 0.34651
C 0.72107 -1.13719 -0.29676
C -0.13317 -2.22918 -0.50567
C -1.41229 -2.01413 -1.09842
C -2.32996 -2.99157 -1.18626
C 0.53522 0.30387 -0.57196
H 0.16123 -4.29488 0.27852
H 2.62649 -3.39731 0.93486
H 2.77017 -1.03960 0.37071
H -1.53182 -1.14211 -1.68430
H -2.16209 -3.95988 -0.71721
H -3.32552 -2.98229 -1.58290
H 0.52085 0.43765 -1.66623
H 1.26759 1.06840 -0.38598
H -0.37102 0.73077 -0.14025
H -1.88557 1.74355 3.34335
H -2.86904 2.03414 2.14787
O -2.13761 1.49200 2.44925
H 3.89768 1.85726 0.32777
H 2.88861 1.20525 1.31648
O 3.79344 1.16893 0.99056
H 0.64621 2.87556 2.31632
H -0.41507 2.94848 1.05545
O 0.43070 3.21858 1.42498
H 1.36362 3.04769 -0.90859
H 2.37452 3.78458 -0.13394
O 2.32383 3.11011 -0.82368
H -1.18586 -2.80582 2.11056
H -0.56326 -1.51182 2.50211
O -1.40435 -1.97532 2.54886
H -2.32432 3.27004 -1.08613
H -1.66729 1.96949 -1.41778
O -1.73395 2.62970 -0.67341
H -2.49959 0.91319 -2.96739
H -0.97830 0.35403 -3.12065
O -1.57464 1.01081 -2.73505
H 0.06887 0.92805 2.93320
H 1.53210 1.25834 3.37027
O 0.61240 1.52083 3.47041
H 0.58063 -2.05972 -3.24955
H -0.56580 -1.93506 -4.42009
O -0.27556 -1.71272 -3.52542
*
```

***

Entry 6:
Below is a single C2H4N2OS molecule in a non-equilibrium geometry, with properties calculated with ωB97M-V/def2-TZVPD.

Calculated values
LUMO ... 0.0041 Ha
HOMO level ... -9.387 eV
SMILES ... [H]/N=C1/NSCO1

Structure (ORCA input):
```
! RIJCOSX wB97M-V def2-TZVPD def2/J DEFGRID3
* xyz 0 1
C 0.16332 0.29976 -1.03947
C 0.46633 -1.13584 0.64945
H 0.38724 0.41557 -2.83914
H -0.06118 2.05674 0.45589
H 1.59990 -0.86268 0.76313
H 0.20350 -2.11390 1.02330
N -0.17816 1.03296 -2.09857
N 0.35761 1.06602 0.30102
O 0.37548 -1.02139 -0.82127
S -0.63546 -0.06256 1.38062
*
```

***

Entry 7:
Below is a molecular structure, C2H3CoFO in a non-equilibrium geometry, with properties calculated with ωB97M-V/def2-TZVPD.

Calculated values
Expectation value of S² ... 6.013
LUMO (alpha / beta) ... -0.2579 / -0.2864 Ha
HOMO level (alpha / beta) ... -11.642 / -14.999 eV

Structure (ORCA input):
```
! RIJCOSX wB97M-V def2-TZVPD def2/J DEFGRID3
* xyz 1 5
H -0.31593 0.86062 -1.07834
C 0.59070 0.38981 -0.43132
C -0.21018 0.29474 0.81135
O -1.24261 -0.36353 0.56458
H 1.59970 0.77641 -0.24368
F 0.68736 -0.92347 -0.91444
H -0.26157 1.19542 1.44217
Co -0.84746 -2.23001 -0.15032
*
```

***

Entry 8:
Below is 2 unconnected molecules or ions with the total composition C6H7I2NS2 in a non-equilibrium geometry, with properties calculated with ωB97M-V/def2-TZVPD.

Calculated values
LUMO ... -0.0546 Ha
HOMO level ... -8.646 eV
SMILES ... C=C/C=N\C(=S)I.CC(=S)I

Structure (ORCA input):
```
! RIJCOSX wB97M-V def2-TZVPD def2/J DEFGRID3
* xyz 0 1
C -0.07085 2.64945 -1.61528
C 0.80975 -0.55825 -2.13212
C -0.33362 -0.27416 -2.79557
C -1.28165 0.79183 -2.57342
C -0.65365 -0.99821 1.37736
C -1.05183 -0.38091 2.60411
N -1.06684 1.95268 -2.08164
S 1.03400 3.55491 -2.19992
S -1.73255 -1.17629 0.07762
I -0.51295 2.84320 0.80383
I 1.34842 -1.82450 1.29728
H 1.38385 -1.42468 -2.19892
H 1.10427 0.10446 -1.33920
H -0.68003 -0.99341 -3.50416
H -2.23556 0.64979 -2.93054
H -2.11543 -0.28782 2.68592
H -0.62798 0.70388 2.49877
H -0.44273 -0.74213 3.43364
*
```